No. 1
The following is a quantum chemistry calculation of a molecular structure, C30H36IN2O6TeW, from the OMol25 dataset.

## Properties
Electronic energy in eV: -64166.45167
Energy relative to the best compared isomer or geometry (same formula, charge and spin) in eV: 0.000
2S+1: 2
Gap between HOMO and LUMO (spin up / spin down) in eV: 6.93 / 5.77
<S²>: 0.76
Highest occupied orbital energy (spin up / spin down) in eV: -13.63 / -13.84
Net charge: +2

Geometry (Å):
1 W 2.529 0.895 0.566
2 O 1.957 -0.783 4.089
3 C 2.251 -0.604 2.961
4 O 2.909 0.443 2.439
5 C 1.862 -1.583 1.816
6 O 1.487 -2.689 1.905
7 O 2.001 -0.909 0.589
8 C 0.814 4.117 1.893
9 C 1.523 2.955 1.324
10 O 2.803 2.932 1.175
11 N 0.951 1.814 0.912
12 Te -1.447 -0.188 -1.197
13 C -3.412 0.423 -0.901
14 C -4.457 -0.494 -1.118
15 C -4.251 -1.908 -1.595
16 C -5.749 -0.047 -0.897
17 C -6.026 1.252 -0.473
18 C -7.436 1.694 -0.219
19 C -4.965 2.132 -0.292
20 C -3.650 1.747 -0.503
21 C -2.561 2.753 -0.245
22 C -1.376 -1.890 -0.025
23 C -0.835 -3.046 -0.617
24 C -0.249 -3.044 -2.004
25 C -0.869 -4.223 0.109
26 C -1.389 -4.271 1.401
27 C -1.376 -5.544 2.189
28 C -1.874 -3.095 1.972
29 C -1.885 -1.891 1.289
30 C -2.401 -0.660 1.987
31 H 1.432 4.595 2.651
32 H -0.148 3.817 2.300
33 H 0.648 4.842 1.091
34 H -3.483 -1.977 -2.369
35 H -5.174 -2.294 -2.022
36 H -3.961 -2.570 -0.777
37 H -6.572 -0.728 -1.077
38 H -8.155 1.023 -0.682
39 H -7.605 2.702 -0.597
40 H -7.636 1.711 0.855
41 H -5.168 3.151 0.018
42 H -2.392 2.860 0.829
43 H -2.848 3.730 -0.633
44 H -1.603 2.486 -0.696
45 H 0.508 -2.262 -2.120
46 H -1.014 -2.894 -2.770
47 H 0.236 -3.995 -2.213
48 H -0.471 -5.127 -0.335
49 H -1.261 -6.413 1.544
50 H -2.289 -5.656 2.771
51 H -0.540 -5.532 2.892
52 H -2.244 -3.119 2.991
53 H -2.359 -0.802 3.065
54 H -3.437 -0.450 1.719
55 H -1.808 0.226 1.746
56 C 3.905 2.449 -2.764
57 C 2.613 1.688 -2.571
58 C 2.417 0.549 -3.544
59 O 2.616 1.135 -1.222
60 H 3.903 2.918 -3.747
61 H 4.759 1.771 -2.713
62 H 4.019 3.231 -2.014
63 H 1.755 2.365 -2.581
64 H 3.260 -0.142 -3.502
65 H 2.353 0.948 -4.556
66 H 1.496 0.003 -3.334
67 I 7.498 -1.728 -1.078
68 C 6.662 -0.115 -0.082
69 C 7.445 0.842 0.559
70 C 6.826 1.894 1.212
71 C 5.449 1.983 1.216
72 N 4.701 1.068 0.585
73 C 5.291 0.034 -0.045
74 H 8.524 0.760 0.551
75 H 7.407 2.647 1.726
76 H 4.924 2.777 1.722
77 H 4.643 -0.687 -0.531

Here are the Mulliken charges for atoms 1 to 8, given in e:
1 W 2.19
2 O -0.46
3 C 0.39
4 O -0.65
5 C 0.79
6 O -0.43
7 O -0.93
8 C -1.24

=====

No. 2
The following is a quantum chemistry calculation of 14 unconnected molecules or ions with the total composition C142H94N6O16 in a non-equilibrium geometry, from the OMol25 dataset.

## Properties
Electronic energy in eV: -190480.70858
2S+1: 1
Gap between HOMO and LUMO in eV: 8.09
Highest occupied orbital energy in eV: -9.34

Geometry (Å):
1 C -15.601 -10.406 23.407
2 C -16.201 -10.786 22.236
3 C -16.265 -9.916 21.157
4 C -15.551 -8.731 21.230
5 C -14.865 -8.371 22.356
6 C -14.985 -9.161 23.503
7 C -14.210 -7.094 22.386
8 O -13.620 -6.708 23.336
9 C -14.092 -6.338 21.089
10 C -13.219 -5.223 21.042
11 C -13.243 -4.482 19.870
12 C -13.935 -4.836 18.763
13 C -14.759 -5.921 18.804
14 C -14.815 -6.696 19.986
15 C -15.543 -7.925 19.996
16 O -16.123 -8.328 18.993
17 H -15.475 -11.055 24.284
18 H -16.600 -11.770 22.204
19 H -16.793 -10.173 20.280
20 H -14.490 -8.805 24.400
21 H -12.689 -4.947 21.932
22 H -12.653 -3.591 19.871
23 H -13.953 -4.231 17.861
24 H -15.315 -6.208 17.916
25 C -28.501 -12.546 29.148
26 C -27.287 -12.844 28.633
27 C -26.367 -11.873 28.350
28 C -26.762 -10.549 28.512
29 C -28.031 -10.221 29.004
30 C -28.846 -11.260 29.404
31 C -28.446 -8.809 29.277
32 O -29.528 -8.585 29.731
33 C -27.473 -7.752 28.923
34 C -27.875 -6.458 29.022
35 C -27.003 -5.402 28.732
36 C -25.760 -5.662 28.199
37 C -25.322 -6.975 28.026
38 C -26.197 -7.995 28.365
39 C -25.799 -9.435 28.311
40 O -24.636 -9.781 28.187
41 H -29.220 -13.328 29.396
42 H -27.017 -13.913 28.528
43 H -25.406 -11.974 27.888
44 H -29.824 -11.035 29.811
45 H -28.915 -6.376 29.333
46 H -27.341 -4.360 28.806
47 H -25.113 -4.836 28.007
48 H -24.301 -7.163 27.628
49 C -18.064 -6.106 21.397
50 C -18.257 -5.937 20.043
51 C -17.628 -4.825 19.376
52 C -16.966 -3.890 20.094
53 C -16.785 -4.094 21.498
54 C -17.423 -5.122 22.125
55 C -15.995 -3.139 22.297
56 O -15.893 -3.156 23.504
57 C -15.115 -2.134 21.584
58 C -14.082 -1.503 22.312
59 C -13.337 -0.571 21.656
60 C -13.496 -0.333 20.297
61 C -14.522 -1.002 19.594
62 C -15.298 -1.978 20.227
63 C -16.306 -2.736 19.442
64 O -16.528 -2.492 18.276
65 H -18.494 -6.920 21.967
66 H -18.663 -6.811 19.576
67 H -17.693 -4.661 18.289
68 H -17.316 -5.249 23.197
69 H -13.872 -1.757 23.343
70 H -12.440 -0.141 22.066
71 H -12.773 0.329 19.862
72 H -14.729 -0.842 18.552
73 C -16.602 -11.453 29.505
74 C -16.241 -12.704 30.011
75 C -17.012 -13.315 31.027
76 C -18.211 -12.731 31.374
77 C -18.624 -11.564 30.761
78 C -17.886 -10.891 29.798
79 C -19.984 -10.965 31.055
80 O -20.407 -10.021 30.403
81 C -20.884 -11.671 31.984
82 C -22.179 -11.149 32.250
83 C -22.960 -11.788 33.273
84 C -22.496 -12.974 33.845
85 C -21.270 -13.556 33.503
86 C -20.430 -12.864 32.619
87 C -19.148 -13.471 32.276
88 O -18.900 -14.583 32.654
89 H -16.067 -10.905 28.742
90 H -15.351 -13.193 29.666
91 H -16.723 -14.323 31.329
92 H -18.246 -10.083 29.189
93 H -22.522 -10.351 31.563
94 H -23.879 -11.318 33.640
95 H -23.114 -13.337 34.656
96 H -20.979 -14.526 33.845
97 C -20.984 -2.412 31.048
98 C -20.488 -1.133 31.286
99 C -21.052 -0.059 30.678
100 C -22.138 -0.245 29.822
101 C -22.580 -1.539 29.493
102 C -21.983 -2.632 30.129
103 C -23.645 -1.725 28.423
104 O -24.016 -2.788 28.129
105 C -24.148 -0.525 27.727
106 C -25.169 -0.542 26.749
107 C -25.524 0.605 26.008
108 C -25.041 1.823 26.389
109 C -24.161 1.909 27.489
110 C -23.683 0.729 28.026
111 C -22.714 0.911 29.149
112 O -22.443 2.025 29.501
113 H -20.487 -3.264 31.584
114 H -19.650 -1.051 32.003
115 H -20.538 0.886 30.685
116 H -22.207 -3.629 29.753
117 H -25.677 -1.503 26.521
118 H -26.205 0.515 25.192
119 H -25.375 2.696 25.799
120 H -23.789 2.832 27.847
121 C -14.801 -5.119 25.401
122 C -14.487 -3.895 25.924
123 C -13.987 -3.755 27.241
124 C -13.488 -4.831 27.896
125 C -13.777 -6.139 27.333
126 C -14.478 -6.267 26.138
127 C -13.439 -7.327 28.097
128 O -13.692 -8.423 27.620
129 C -12.833 -7.164 29.475
130 C -12.508 -8.341 30.236
131 C -11.909 -8.215 31.488
132 C -11.715 -6.927 32.014
133 C -12.059 -5.840 31.289
134 C -12.658 -5.940 30.048
135 C -12.859 -4.706 29.203
136 O -12.533 -3.632 29.666
137 H -15.233 -5.165 24.418
138 H -14.840 -3.058 25.396
139 H -13.966 -2.744 27.627
140 H -14.759 -7.228 25.804
141 H -12.723 -9.309 29.819
142 H -11.547 -9.031 32.098
143 H -11.192 -6.823 32.974
144 H -12.000 -4.844 31.693
145 C -22.936 -4.813 25.903
146 C -22.753 -5.187 24.605
147 C -21.657 -5.986 24.249
148 C -20.798 -6.390 25.290
149 C -20.955 -5.936 26.612
150 C -22.082 -5.223 26.931
151 C -19.986 -6.370 27.677
152 O -20.143 -6.016 28.830
153 C -18.866 -7.291 27.314
154 C -17.829 -7.664 28.189
155 C -16.758 -8.459 27.802
156 C -16.726 -8.985 26.554
157 C -17.728 -8.628 25.640
158 C -18.743 -7.724 26.000
159 C -19.685 -7.366 24.939
160 O -19.509 -7.692 23.803
161 H -23.789 -4.227 26.169
162 H -23.475 -4.888 23.863
163 H -21.597 -6.459 23.292
164 H -22.327 -4.861 27.943
165 H -17.769 -7.280 29.174
166 H -15.949 -8.641 28.501
167 H -15.937 -9.671 26.258
168 H -17.734 -9.043 24.620
169 C -15.764 -3.726 30.557
170 C -15.615 -2.945 31.741
171 C -15.641 -3.560 32.981
172 C -15.790 -4.959 33.098
173 C -15.978 -5.671 31.952
174 C -15.835 -5.102 30.724
175 C -16.088 -7.147 32.010
176 O -15.941 -7.859 31.038
177 C -16.173 -7.827 33.317
178 C -16.483 -9.236 33.297
179 C -16.654 -9.892 34.520
180 C -16.535 -9.121 35.708
181 C -16.271 -7.785 35.695
182 C -16.036 -7.118 34.516
183 C -15.879 -5.634 34.402
184 O -15.768 -4.969 35.440
185 H -15.857 -3.198 29.595
186 H -15.523 -1.847 31.609
187 H -15.351 -3.061 33.883
188 H -15.983 -5.754 29.850
189 H -16.491 -9.785 32.332
190 H -16.938 -10.933 34.629
191 H -16.717 -9.664 36.639
192 H -16.167 -7.309 36.680
193 N -19.358 -4.738 32.796
194 C -19.523 -5.625 31.811
195 C -19.611 -7.008 32.034
196 C -19.627 -7.423 33.394
197 C -19.477 -6.494 34.387
198 C -19.339 -5.161 34.065
199 H -19.350 -5.264 30.797
200 H -19.816 -7.722 31.251
201 H -19.697 -8.502 33.633
202 H -19.415 -6.753 35.415
203 H -19.250 -4.445 34.904
204 N -14.585 -12.141 26.302
205 C -14.860 -13.357 26.731
206 C -13.931 -14.101 27.479
207 C -12.622 -13.618 27.548
208 C -12.342 -12.304 27.127
209 C -13.368 -11.627 26.469
210 H -15.890 -13.742 26.617
211 H -14.035 -15.083 27.849
212 H -11.857 -14.234 28.007
213 H -11.376 -11.805 27.302
214 H -13.232 -10.611 26.111
215 N -19.741 -2.356 26.379
216 C -19.567 -2.399 27.665
217 C -18.633 -3.242 28.279
218 C -17.799 -3.994 27.459
219 C -18.020 -3.986 26.093
220 C -19.053 -3.206 25.582
221 H -20.207 -1.773 28.290
222 H -18.474 -3.273 29.353
223 H -17.009 -4.577 27.870
224 H -17.461 -4.587 25.398
225 H -19.238 -3.206 24.488
226 N -22.589 -3.804 17.364
227 C -23.781 -4.150 17.877
228 C -23.858 -4.675 19.187
229 C -22.718 -4.723 19.993
230 C -21.545 -4.267 19.449
231 C -21.517 -3.834 18.147
232 H -24.604 -4.018 17.165
233 H -24.855 -4.866 19.611
234 H -22.724 -5.022 21.022
235 H -20.591 -4.293 20.001
236 H -20.611 -3.581 17.686
237 N -23.776 -2.201 23.163
238 C -23.564 -1.962 21.916
239 C -22.375 -1.353 21.496
240 C -21.443 -1.027 22.435
241 C -21.749 -1.208 23.782
242 C -22.945 -1.797 24.109
243 H -24.398 -2.126 21.194
244 H -22.160 -1.154 20.479
245 H -20.512 -0.704 22.033
246 H -21.182 -0.796 24.650
247 H -23.247 -1.960 25.135
248 N -18.972 -12.734 23.629
249 C -18.826 -13.085 22.347
250 C -19.069 -12.238 21.276
251 C -19.601 -10.988 21.592
252 C -19.714 -10.626 22.962
253 C -19.372 -11.478 23.928
254 H -18.505 -14.123 22.245
255 H -18.870 -12.504 20.245
256 H -19.760 -10.240 20.821
257 H -19.982 -9.607 23.204
258 H -19.285 -11.225 24.957

Here are the Mulliken charges for atoms 1 to 8, given in e:
1 C -0.28
2 C -0.67
3 C -0.98
4 C 1.23
5 C -1.35
6 C -0.14
7 C 1.48
8 O -0.74

=====

Question: Among the records above, which one has the highest 2S+1?
Answer: C30H36IN2O6TeW

=====

Question: What is the 2S+1 in the second record?
Answer: 1